{
  "formula": "C6H16",
  "method": "wB97M-V/def2-TZVPD",
  "e_above_lowest_kcal_mol": 25.7,
  "total_charge": 0,
  "energy_ev": -6480.5422,
  "smiles": "CC(C)C.CC",
  "homo_lumo_gap_ev": 11.981,
  "elements": ["C", "C", "H", "H", "H", "H", "H", "H", "C", "C", "C", "C", "H", "H", "H", "H", "H", "H", "H", "H", "H", "H"],
  "coordinates": [[0.3549, 2.9743, -1.8712], [-0.0048, 1.5879, -2.4142], [0.6103, 3.0074, -0.8338], [1.0877, 3.4515, -2.5261], [-0.5421, 3.6359, -1.8096], [-1.0441, 1.4425, -2.6938], [0.7164, 1.3698, -3.1914], [0.0708, 0.8942, -1.5593], [0.3429, -1.3431, 0.9517], [0.3304, -0.1585, 1.9456], [0.1628, -2.6834, 1.6559], [-0.9492, -1.0836, 0.0889], [1.2363, -1.2695, 0.3465], [-0.0836, 0.7973, 1.5438], [-0.1685, -2.6115, 2.7189], [-0.5414, -3.4108, 1.2781], [1.1966, -3.0429, 1.7138], [-1.7908, -0.8663, 0.7606], [-0.9556, -0.3248, -0.6842], [-1.1079, -1.9945, -0.4989], [1.3630, 0.0165, 2.2604], [-0.2842, -0.3884, 2.8183]],
  "lowdin_charge": [-0.168, -0.158, 0.042, 0.061, 0.070, 0.064, 0.062, 0.029, -0.442, -0.105, -0.096, -0.095, 0.117, 0.078, 0.081, 0.065, 0.075, 0.086, 0.027, 0.069, 0.069, 0.069]
}

{
  "formula": "C37H47N3O4",
  "method": "wB97M-V/def2-TZVPD",
  "e_above_lowest_kcal_mol": 3.6,
  "total_charge": 0,
  "energy_ev": -51791.8171,
  "homo_lumo_gap_ev": 7.425,
  "elements": ["C", "C", "C", "C", "H", "H", "C", "C", "C", "C", "O", "O", "C", "C", "C", "C", "C", "C", "O", "C", "H", "H", "H", "H", "O", "C", "H", "H", "H", "C", "C", "C", "C", "C", "C", "C", "H", "H", "N", "C", "H", "H", "H", "C", "H", "H", "H", "H", "H", "C", "H", "H", "C", "N", "C", "C", "N", "C", "C", "C", "C", "C", "C", "H", "H", "H", "H", "H", "C", "C", "H", "H", "H", "H", "H", "H", "H", "H", "H", "H", "H", "H", "H", "H", "H", "H", "H", "H", "H", "H", "H"],
  "coordinates": [[2.4487, -2.6862, -0.0952], [3.4244, -2.3018, -1.2005], [4.8747, -2.3192, -0.7124], [5.8494, -1.6287, -1.6734], [5.4717, -1.7162, -2.6941], [6.8172, -2.1330, -1.6344], [6.0975, -0.1436, -1.3477], [4.8213, 0.6406, -1.4178], [4.4072, 1.0467, -2.6436], [3.1167, 1.6344, -2.8833], [2.6983, 2.0394, -3.9416], [2.2755, 1.6792, -1.8044], [2.6574, 1.3445, -0.5504], [1.6679, 1.4732, 0.4284], [2.0173, 1.1881, 1.7480], [3.3274, 0.8268, 2.0596], [4.2927, 0.6716, 1.0822], [3.9649, 0.8839, -0.2784], [5.5768, 0.3362, 1.3899], [5.9488, 0.1581, 2.7351], [5.4066, -0.6721, 3.1993], [5.7995, 1.0702, 3.3209], [7.0112, -0.0806, 2.7106], [3.5894, 0.6546, 3.0887], [1.0443, 1.3035, 2.6835], [1.3214, 0.9677, 4.0201], [2.0698, 1.6344, 4.4614], [0.3799, 1.0914, 4.5535], [1.6520, -0.0716, 4.1160], [0.2500, 1.8239, 0.0198], [-0.5126, 0.5140, 0.0527], [-0.4373, -0.3208, -1.0587], [-1.0399, -1.5603, -1.0809], [-1.7656, -2.0329, 0.0214], [-1.8435, -1.1886, 1.1347], [-1.2226, 0.0451, 1.1484], [-1.2910, 0.6375, 2.0477], [-2.3849, -1.4939, 2.0152], [-2.3784, -3.2636, -0.0021], [-3.0867, -3.7380, 1.1585], [-3.6042, -4.6625, 0.9103], [-2.4184, -3.9329, 2.0081], [-3.8387, -3.0063, 1.4589], [-1.9985, -4.2282, -1.0046], [-0.9146, -4.3944, -1.0213], [-2.3122, -3.9016, -1.9999], [-2.4854, -5.1780, -0.7966], [-0.9493, -2.1575, -1.9738], [0.1076, 0.0105, -1.9317], [-0.3275, 2.9899, 0.8336], [-0.8413, 2.6331, 1.7228], [0.5065, 3.6096, 1.1716], [-1.2635, 3.9208, 0.0368], [-2.5793, 3.4509, -0.3319], [-2.6557, 2.5431, -1.4608], [-4.1219, 2.4635, -1.9002], [-4.9697, 1.9876, -0.8282], [-5.1754, 0.6321, -0.6296], [-4.5736, -0.3508, -1.4247], [-4.8939, -1.6856, -1.2751], [-5.8045, -2.0970, -0.3190], [-6.3983, -1.1402, 0.4871], [-6.0979, 0.1968, 0.3324], [-6.6112, 0.9149, 0.9536], [-7.1176, -1.4365, 1.2382], [-6.0536, -3.1416, -0.2073], [-4.4186, -2.4141, -1.9149], [-3.8376, -0.0849, -2.1661], [-4.8541, 2.8837, 0.3029], [-3.3931, 2.9695, 0.7640], [-3.3093, 3.6712, 1.5976], [-3.0848, 1.9660, 1.1048], [-5.4778, 2.5508, 1.1298], [-5.1906, 3.8757, -0.0151], [-4.2371, 1.8328, -2.7806], [-4.4658, 3.4721, -2.1545], [-2.0454, 2.9402, -2.2744], [-2.3038, 1.5317, -1.2095], [-1.4206, 4.8198, 0.6462], [-0.7615, 4.2298, -0.8842], [0.3004, 2.1481, -1.0230], [5.0201, 0.8963, -3.5182], [6.5588, -0.0643, -0.3696], [6.7914, 0.2528, -2.0920], [5.1776, -3.3602, -0.5759], [4.9339, -1.8370, 0.2632], [3.3205, -2.9952, -2.0385], [3.1635, -1.3093, -1.5658], [2.5108, -1.9744, 0.7262], [1.4263, -2.6748, -0.4657], [2.6720, -3.6802, 0.2882]],
  "lowdin_charge": [-0.088, -0.248, -0.200, -0.172, 0.114, 0.108, -0.132, -0.136, 0.056, -0.447, 0.109, 0.110, -0.115, -0.028, -0.196, 0.051, -0.198, -0.024, -0.110, -0.067, 0.101, 0.100, 0.099, 0.090, -0.082, -0.062, 0.099, 0.098, 0.102, -0.190, -0.202, -0.036, -0.035, -0.250, -0.005, -0.039, 0.103, 0.097, -0.195, -0.077, 0.083, 0.092, 0.073, -0.069, 0.089, 0.079, 0.082, 0.100, 0.123, -0.116, 0.093, 0.125, -0.181, -0.162, -0.153, -0.143, -0.095, -0.222, -0.025, -0.097, -0.124, -0.098, -0.031, 0.099, 0.100, 0.097, 0.098, 0.098, -0.140, -0.159, 0.127, 0.114, 0.104, 0.126, 0.115, 0.125, 0.131, 0.103, 0.117, 0.122, 0.136, 0.132, 0.103, 0.121, 0.113, 0.099, 0.113, 0.090, 0.067, 0.049, 0.074]
}

{
  "formula": "BrFHOPS",
  "method": "wB97M-V/def2-TZVPD",
  "e_above_lowest_kcal_mol": 0.8,
  "total_charge": 0,
  "energy_ev": -94950.2464,
  "smiles": "O[P@](F)(=S)Br",
  "homo_lumo_gap_ev": 10.011,
  "elements": ["O", "F", "P", "S", "Br", "H"],
  "coordinates": [[0.2266, -1.1701, 0.1030], [1.3916, 0.8922, -0.2033], [-0.1300, 0.3696, -0.0081], [-1.3154, 1.2684, 1.2388], [-0.6143, 0.2577, -2.1637], [0.4416, -1.6178, 1.0333]],
  "lowdin_charge": [-0.348, -0.277, -0.193, 0.240, 0.409, 0.170]
}

{
  "formula": "C50H132NO24Y",
  "method": "wB97M-V/def2-TZVPD",
  "total_charge": 2,
  "energy_ev": -105650.4424,
  "homo_lumo_gap_ev": 5.493,
  "elements": ["Y", "C", "C", "C", "C", "C", "C", "N", "O", "C", "C", "C", "H", "H", "H", "H", "H", "H", "H", "H", "H", "H", "H", "H", "H", "H", "H", "H", "H", "H", "C", "C", "C", "O", "H", "H", "H", "H", "H", "H", "H", "H", "C", "C", "C", "O", "H", "H", "H", "H", "H", "H", "H", "H", "C", "C", "C", "O", "H", "H", "H", "H", "H", "H", "H", "H", "C", "C", "C", "O", "H", "H", "H", "H", "H", "H", "H", "H", "C", "C", "C", "O", "H", "H", "H", "H", "H", "H", "H", "H", "C", "C", "C", "O", "H", "H", "H", "H", "H", "H", "H", "H", "C", "C", "C", "O", "H", "H", "H", "H", "H", "H", "H", "H", "C", "C", "C", "O", "H", "H", "H", "H", "H", "H", "H", "H", "C", "C", "C", "O", "H", "H", "H", "H", "H", "H", "H", "H", "C", "C", "O", "O", "H", "H", "H", "H", "H", "H", "C", "C", "O", "O", "H", "H", "H", "H", "H", "H", "C", "C", "O", "O", "H", "H", "H", "H", "H", "H", "C", "C", "O", "O", "H", "H", "H", "H", "H", "H", "C", "C", "O", "O", "H", "H", "H", "H", "H", "H", "C", "C", "O", "O", "H", "H", "H", "H", "H", "H", "C", "C", "O", "O", "H", "H", "H", "H", "H", "H"],
  "coordinates": [[2.9583, 2.4461, -1.3536], [-0.8693, 1.5979, -1.9007], [-0.9389, 0.6053, -0.7205], [-2.0448, -0.4334, -1.0415], [-1.9271, -1.8215, -0.4093], [-0.4866, -2.2972, -0.5440], [0.5871, -1.3402, 0.0028], [0.3578, -0.0449, -0.6247], [1.3983, 0.8421, -0.3628], [1.9129, -1.9149, -0.4726], [0.5059, -1.3538, 1.5329], [-1.3568, 1.3470, 0.5600], [-0.3721, 1.0711, -2.7139], [-0.3046, 2.4614, -1.5567], [-1.8927, 1.8874, -2.1381], [-2.1634, -0.4989, -2.1263], [-3.0143, -0.0710, -0.6809], [-2.5615, -2.4795, -1.0132], [-2.3830, -1.8873, 0.5765], [-0.2644, -2.5831, -1.5768], [-0.4554, -3.2718, -0.0403], [2.7388, -1.3689, -0.0063], [2.1339, -1.9788, -1.5376], [2.0158, -2.9508, -0.1319], [-0.4684, -1.0259, 1.8986], [1.2114, -0.6599, 1.9963], [0.6570, -2.3635, 1.9187], [-0.6462, 2.1241, 0.8470], [-1.4466, 0.7168, 1.4428], [-2.3041, 1.8309, 0.3092], [1.1913, -5.7619, 0.6618], [0.0222, -6.6329, 0.2140], [0.2753, -7.0969, -1.2016], [0.0529, -7.7598, 1.1038], [1.3606, -4.9530, -0.0545], [2.0686, -6.3626, 0.8867], [0.9542, -5.1873, 1.5647], [-0.9498, -6.1329, 0.2916], [-0.5955, -7.5454, -1.6952], [1.0223, -7.8867, -1.2847], [0.5498, -6.2327, -1.8106], [-0.5409, -8.4311, 0.7471], [4.9672, -2.2743, 3.0635], [3.9807, -2.9691, 3.9759], [2.8539, -3.6280, 3.2318], [4.7251, -3.9817, 4.6777], [4.4194, -1.4924, 2.5282], [5.3886, -2.9617, 2.3256], [5.8346, -1.8876, 3.5974], [3.5677, -2.2964, 4.7369], [2.0533, -3.9260, 3.9207], [3.1121, -4.5821, 2.7673], [2.3665, -3.0176, 2.4650], [4.2344, -4.2254, 5.4692], [-7.8105, -0.4465, 0.4030], [-6.6434, -0.8610, -0.4679], [-5.6126, -1.5518, 0.4506], [-7.0468, -1.8310, -1.4293], [-8.4546, -1.2745, 0.6942], [-8.4587, 0.2959, -0.0731], [-7.4639, 0.0855, 1.2911], [-6.2240, 0.0152, -0.9777], [-4.7724, -1.9971, -0.0968], [-5.9592, -2.3893, 1.0544], [-5.2358, -0.7379, 1.0817], [-6.2681, -2.2713, -1.7730], [-2.2307, -3.7005, 2.6393], [-2.3204, -5.1443, 3.0987], [-1.1485, -5.5974, 3.9078], [-3.4654, -5.1705, 3.9969], [-2.1420, -3.0346, 3.5003], [-3.1648, -3.4508, 2.1333], [-1.4033, -3.5190, 1.9530], [-2.5451, -5.7631, 2.2248], [-0.9711, -4.9383, 4.7612], [-0.2177, -5.5451, 3.3289], [-1.2482, -6.6013, 4.3179], [-3.9167, -6.0088, 3.8544], [-3.7743, 1.8923, -4.2886], [-4.2518, 2.5676, -5.5798], [-3.3777, 3.7561, -5.9310], [-4.1985, 1.6139, -6.6364], [-3.8505, 2.6105, -3.4690], [-2.7851, 1.4425, -4.3833], [-4.4181, 1.0436, -4.0402], [-5.2836, 2.9128, -5.4661], [-2.3474, 3.3948, -6.0118], [-3.3941, 4.5142, -5.1438], [-3.6229, 4.3138, -6.8339], [-4.9384, 1.0061, -6.5509], [-5.2743, 4.5005, 0.2808], [-4.1403, 5.5024, 0.4985], [-2.8523, 4.9819, -0.1166], [-4.5663, 6.7060, -0.1595], [-4.9599, 3.4990, 0.5990], [-5.5562, 4.3905, -0.7705], [-6.2156, 4.8079, 0.7373], [-4.0367, 5.6050, 1.5841], [-2.5323, 4.1242, 0.4838], [-2.0389, 5.7011, 0.0122], [-2.9513, 4.6676, -1.1550], [-5.1377, 7.1711, 0.4606], [0.5807, -2.8926, -5.2639], [0.0269, -1.5322, -4.8666], [-1.5038, -1.6019, -4.6576], [0.5611, -1.1344, -3.5730], [-0.0233, -3.1706, -6.1334], [0.3859, -3.6401, -4.4905], [1.6367, -2.9923, -5.5099], [0.3100, -0.7832, -5.6056], [-1.9630, -1.9974, -5.5686], [-1.8809, -0.5897, -4.5274], [-1.7769, -2.3137, -3.8785], [-0.0376, -1.4827, -2.9038], [1.2863, 1.9955, -7.5926], [0.6184, 2.7940, -6.4914], [-0.1509, 1.9946, -5.4434], [1.6400, 3.5693, -5.8198], [0.7598, 1.0712, -7.8469], [2.2920, 1.6602, -7.3192], [1.4092, 2.5163, -8.5438], [-0.1175, 3.4401, -6.9803], [-0.8791, 1.3795, -5.9691], [-0.6705, 2.6575, -4.7517], [0.5467, 1.3856, -4.8631], [2.1046, 4.0985, -6.4787], [2.8203, 0.6441, 4.3757], [2.6864, 2.1086, 4.7487], [3.7867, 2.6650, 5.6506], [2.5822, 2.9177, 3.5711], [2.8013, 0.0007, 5.2507], [3.7301, 0.4285, 3.8096], [1.9578, 0.4189, 3.7461], [1.7307, 2.2146, 5.2767], [3.9729, 2.0916, 6.5538], [3.5214, 3.7008, 5.8761], [4.6993, 2.7440, 5.0509], [2.3604, 3.8190, 3.8757], [3.3832, 0.3553, -3.9936], [4.1354, 1.5874, -4.4684], [4.2587, 2.5173, -3.3450], [2.5233, 0.6381, -2.8849], [4.1171, -0.3989, -3.6894], [2.8445, -0.0958, -4.8270], [3.5875, 2.1143, -5.2517], [5.1610, 1.4172, -4.7950], [4.8976, 3.1786, -3.6380], [1.7543, 0.0297, -3.0230], [4.5864, -4.1930, -1.4017], [3.6032, -4.3893, -2.5345], [3.4193, -5.7308, -2.9418], [5.9131, -4.2180, -1.9251], [4.4504, -4.9843, -0.6575], [4.4326, -3.2450, -0.8728], [3.9781, -3.8358, -3.4041], [2.6043, -4.0451, -2.2691], [4.2632, -6.1540, -3.1342], [6.4498, -4.8169, -1.4000], [-3.0078, 2.2749, 3.5388], [-2.1175, 1.4956, 4.4903], [-1.4673, 2.3565, 5.3871], [-4.0994, 2.8361, 4.2410], [-3.3662, 1.6692, 2.7038], [-2.4429, 3.0607, 3.0154], [-1.4099, 0.9277, 3.8696], [-2.8131, 0.7832, 4.9450], [-0.9348, 1.8262, 5.9976], [-3.9058, 3.7412, 4.4912], [0.7223, 4.8710, -1.1854], [1.3901, 5.0806, -2.5306], [1.7759, 3.8135, -3.0708], [1.3520, 3.8322, -0.4176], [-0.2947, 4.6222, -1.5110], [0.5783, 5.7748, -0.5945], [2.3092, 5.6606, -2.3612], [0.7853, 5.6611, -3.2233], [1.6050, 3.8719, -4.0379], [0.9599, 3.7410, 0.4808], [-0.3021, 4.8868, 3.1387], [0.7645, 5.8567, 3.6619], [1.6914, 5.0857, 4.4503], [0.2382, 3.9723, 2.1947], [-1.0724, 5.4583, 2.6163], [-0.7356, 4.3946, 4.0101], [0.3239, 6.6255, 4.2970], [1.2773, 6.3208, 2.8139], [1.9787, 5.6540, 5.1715], [0.5183, 3.1999, 2.7099], [4.7934, 0.5924, 0.4079], [4.7356, 1.8950, 1.1765], [3.4114, 2.4347, 1.0388], [4.6582, 0.8750, -0.9949], [4.0579, -0.1263, 0.7738], [5.7436, 0.1157, 0.6676], [5.4360, 2.7169, 0.9946], [4.9262, 1.6764, 2.2317], [3.0773, 2.6911, 1.9331], [5.2901, 0.3275, -1.4736], [-0.6240, -1.0077, 6.3910], [-0.1379, -2.2822, 5.7082], [0.6874, -3.0097, 6.6083], [0.2347, 0.0973, 6.1900], [-0.7053, -1.1528, 7.4745], [-1.6576, -0.8352, 6.0909], [0.3943, -1.9716, 4.7966], [-0.9516, -2.9235, 5.3620], [0.7787, -3.9105, 6.2828], [1.1209, -0.1204, 6.4889]],
  "lowdin_charge": [1.794, -0.007, -0.475, -0.113, -0.165, -0.130, -0.478, -0.149, -0.287, -0.031, -0.013, -0.017, 0.066, 0.047, 0.077, 0.095, 0.112, 0.113, 0.085, 0.105, 0.104, 0.058, 0.072, 0.066, 0.070, 0.070, 0.058, 0.057, 0.064, 0.077, -0.054, -0.477, -0.057, -0.053, 0.050, 0.097, 0.045, 0.125, 0.082, 0.094, 0.068, 0.093, -0.048, -0.477, -0.054, -0.040, 0.046, 0.087, 0.088, 0.125, 0.072, 0.087, 0.046, 0.092, -0.060, -0.478, -0.066, -0.047, 0.091, 0.080, 0.079, 0.129, 0.050, 0.090, 0.076, 0.074, -0.044, -0.461, -0.044, -0.053, 0.076, 0.078, 0.050, 0.135, 0.060, 0.063, 0.094, 0.091, -0.059, -0.477, -0.045, -0.046, 0.075, 0.038, 0.083, 0.140, 0.045, 0.084, 0.087, 0.093, -0.061, -0.478, -0.063, -0.045, 0.073, 0.081, 0.083, 0.133, 0.057, 0.069, 0.082, 0.094, -0.039, -0.421, -0.026, -0.103, 0.088, 0.085, 0.078, 0.115, 0.093, 0.057, 0.090, 0.044, -0.037, -0.430, -0.050, -0.077, 0.089, 0.074, 0.089, 0.138, 0.094, 0.074, 0.066, 0.116, -0.033, -0.452, -0.019, -0.101, 0.075, 0.068, 0.074, 0.133, 0.092, 0.072, 0.086, 0.027, -0.174, -0.126, -0.169, -0.169, 0.128, 0.132, 0.104, 0.140, 0.128, 0.067, -0.243, -0.258, -0.057, -0.063, 0.128, 0.097, 0.119, 0.092, 0.094, 0.090, -0.257, -0.263, -0.050, -0.039, 0.108, 0.096, 0.108, 0.122, 0.065, 0.086, -0.185, -0.182, -0.150, -0.175, 0.110, 0.140, 0.127, 0.148, 0.075, 0.083, -0.201, -0.158, -0.069, -0.086, 0.122, 0.115, 0.135, 0.125, 0.121, 0.092, -0.178, -0.185, -0.168, -0.133, 0.100, 0.146, 0.138, 0.127, 0.078, 0.133, -0.209, -0.235, -0.056, -0.083, 0.134, 0.112, 0.111, 0.092, 0.077, 0.083]
}